Computed, not measured: a cluster of 2 separate species, C2H9NO2 in total, with ωB97M-V/def2-TZVPD.

```
! RIJCOSX wB97M-V def2-TZVPD def2/J DEFGRID3
* xyz 1 2
H -0.1192 2.1704 0.5881
H 3.0134 -1.3432 -0.0769
H -0.8916 -0.7133 -0.0233
H -1.5094 2.1105 1.5809
H 1.6032 -1.2970 -1.9017
C -1.7589 0.9747 -0.1950
O 1.2505 -0.9597 -1.0893
N -1.1413 2.0456 0.6205
H 1.6916 -2.4974 0.2647
C 1.9426 -1.4529 0.0676
H -1.3658 0.9094 -1.2029
H 1.5331 -0.8845 0.8996
H -2.8368 1.0916 -0.1012
O -1.4114 -0.1542 0.5688
*
```

Computed properties:
E_tot in eV: -7795.137
ΔE to the lowest compared entry with this formula, charge and spin in kcal per mole: 36.59
F_max in Eh/bohr: 0.0274

---

Computed, not measured: a cluster of 2 separate species, C2H9NO2Si in total, with ωB97M-V/def2-TZVPD.

```
! RIJCOSX wB97M-V def2-TZVPD def2/J DEFGRID3
* xyz 0 1
H 1.4829 0.0186 -1.6435
H -0.2667 -0.7126 0.5701
Si -3.7427 0.0388 -0.1343
C 1.3634 0.3717 1.0400
H -1.5529 0.7487 -0.3535
H 0.8870 0.8833 1.8738
C 0.8984 -0.7052 -1.0760
H 0.0780 -1.0596 -1.6997
H 2.0398 1.0711 0.5464
N 0.3443 -0.0500 0.0962
O -3.6992 -1.3058 0.5475
H -4.8267 0.8423 -0.6315
H 1.9593 -0.4650 1.4321
H 1.5476 -1.5569 -0.8312
O -2.4806 0.9754 -0.4895
*
```

Computed properties:
E_tot in eV: -15683.746
SMILES string: O=[SiH]O.CNC
ΔE to the lowest compared entry with this formula, charge and spin in kcal per mole: 45.12
F_max in Eh/bohr: 0.0234

---

Computed, not measured: a cluster of 2 separate species, C2H9NO2Si2 in total, with ωB97M-V/def2-TZVPD.

```
! RIJCOSX wB97M-V def2-TZVPD def2/J DEFGRID3
* xyz 0 1
H 2.9035 -2.5787 0.6412
H 3.6196 -2.7571 2.3067
C 2.4611 -1.0671 2.2076
Si -2.3473 -0.5522 0.1468
H -1.9029 1.9009 -2.0622
H -1.8452 -1.9376 0.6816
H -2.8436 -0.8168 -1.2500
H -3.4369 0.2164 0.6164
O -1.0260 0.3923 0.3924
O 0.2813 1.1268 -1.2060
H -0.7907 3.5073 -1.2064
C 3.0236 -2.1627 1.7105
Si -0.5832 2.1908 -1.9948
N 0.2357 0.6568 0.0731
H 0.3758 2.0898 -3.1576
H 1.8753 -0.2089 2.1007
*
```

Computed properties:
E_tot in eV: -23552.475
ΔE to the lowest compared entry with this formula, charge and spin in kcal per mole: 92.22
F_max in Eh/bohr: 0.0737

---

Computed, not measured: a cluster of 3 separate species, C2H9NO3 in total, with ωB97M-V/def2-TZVPD.

```
! RIJCOSX wB97M-V def2-TZVPD def2/J DEFGRID3
* xyz -1 2
H -3.0876 2.2597 4.1984
C 2.5817 -1.9018 -2.3809
O 1.8583 -2.5050 -1.4678
O -1.9390 0.7011 3.1899
N 1.0212 -0.1085 -2.1194
H 1.7941 -0.5660 -4.0180
H 0.6639 -0.7381 -1.4264
O -3.9684 2.0021 4.5261
H -2.2582 0.1228 3.8974
H 0.8207 0.8708 -2.1449
H -1.5392 0.1290 2.5271
H 2.9053 0.1721 -2.9194
C 2.0927 -0.5759 -2.9473
H -4.4126 2.5526 3.8626
H 3.4673 -2.4147 -2.7773
*
```

Computed properties:
E_tot in eV: -9850.529
ΔE to the lowest compared entry with this formula, charge and spin in kcal per mole: 27.02
F_max in Eh/bohr: 0.0300

---

Computed, not measured: a cluster of 2 separate species, C2H9NO3 in total, with ωB97M-V/def2-TZVPD.

```
! RIJCOSX wB97M-V def2-TZVPD def2/J DEFGRID3
* xyz 0 1
O 1.5325 -0.1562 -0.9601
H -1.1554 -1.5919 -0.6695
C 1.4674 0.8196 0.3679
O -1.5243 1.5069 0.4767
C -1.4891 -0.8769 0.0795
H -0.5264 0.5403 -1.1855
O 1.6080 -1.5197 -0.5331
H -2.5741 -0.9543 0.1974
H 1.7831 1.7217 -0.1453
H 0.7187 1.0042 1.1359
H -1.0245 -1.1122 1.0402
H 2.2855 0.3670 0.9279
H 2.5120 -1.7742 -0.7630
H -2.4872 1.5802 0.4058
N -1.1263 0.4455 -0.3747
*
```

Computed properties:
E_tot in eV: -9845.897
SMILES string: CNO.COO
ΔE to the lowest compared entry with this formula, charge and spin in kcal per mole: 178.70
F_max in Eh/bohr: 0.0674

---

Computed, not measured: a cluster of 3 separate species, C2H9NO3 in total, with ωB97M-V/def2-TZVPD.

```
! RIJCOSX wB97M-V def2-TZVPD def2/J DEFGRID3
* xyz 1 2
H 0.6055 -2.4417 -3.2333
C 0.6464 0.8230 0.3655
H 0.3435 -2.0408 -1.8822
O -2.8945 0.3612 0.9837
H 2.9439 1.0532 0.4325
H 1.8967 2.4512 0.6846
H -2.3560 0.9787 0.5618
H 0.7397 -0.4126 1.9125
H 1.9941 1.1713 1.9623
O 0.6150 0.5409 -0.8826
H -0.7414 -0.4001 0.9532
C 1.9678 1.4394 0.9165
N 0.0971 -0.0209 1.3068
O 0.0014 -2.7488 -2.5224
H -3.5660 0.9873 1.1399
*
```

Computed properties:
E_tot in eV: -9841.346
ΔE to the lowest compared entry with this formula, charge and spin in kcal per mole: 45.85
F_max in Eh/bohr: 0.1173

---

Computed, not measured: a cluster of 3 separate species, C2H9NO4 in total, with ωB97M-V/def2-TZVPD.

```
! RIJCOSX wB97M-V def2-TZVPD def2/J DEFGRID3
* xyz 0 1
C 1.1941 0.2233 0.3418
O 0.1373 2.8237 1.4707
H 1.3306 1.1721 0.7895
H -0.7692 0.9175 -2.2680
H 0.8606 2.7781 2.1416
O -1.9150 -2.1729 0.3356
H -1.5517 -3.0738 0.5034
C -0.2377 0.1230 -1.7581
O 0.8272 -0.7109 1.4918
H 2.0910 -0.3099 0.1607
H 0.0854 -1.3953 1.1523
H -0.5911 3.3723 1.8046
O 0.3877 -0.8382 -2.2837
N -0.0493 0.4046 -0.4831
H -1.5890 -2.1074 -0.5951
H -0.7576 0.9226 0.0755
*
```

Computed properties:
E_tot in eV: -11898.367
SMILES string: O=CNCO.O.O
ΔE to the lowest compared entry with this formula, charge and spin in kcal per mole: 56.77
F_max in Eh/bohr: 0.0981

---

Computed, not measured: a cluster of 3 separate species, C2H9NO4 in total, with ωB97M-V/def2-TZVPD.

```
! RIJCOSX wB97M-V def2-TZVPD def2/J DEFGRID3
* xyz 0 1
H -0.1287 1.2838 1.8380
C -0.6859 0.8506 1.0097
H -0.8113 1.2954 -0.8689
H -0.1432 3.5084 -3.0726
H 0.0566 2.2264 -2.3296
H 3.1942 -1.5908 2.5402
N -0.1507 -0.5036 0.8889
H 0.7993 -0.5724 1.1849
H -1.7615 0.7508 1.0958
H -0.4873 -2.4488 0.4307
O -0.3675 2.5716 -3.1243
O -1.7187 -1.2376 -0.5911
O -0.3623 1.6718 -0.0987
H 2.8069 -3.0060 2.2201
C -0.7971 -1.4451 0.1587
O 3.3132 -2.2661 1.8619
*
```

Computed properties:
E_tot in eV: -11899.781
SMILES string: O=CNCO.O.O
ΔE to the lowest compared entry with this formula, charge and spin in kcal per mole: 24.18
F_max in Eh/bohr: 0.0308

---

Computed, not measured: a cluster of 3 separate species, C2H9NO4 in total, with ωB97M-V/def2-TZVPD.

```
! RIJCOSX wB97M-V def2-TZVPD def2/J DEFGRID3
* xyz 0 1
C -0.6440 0.6600 -1.1276
H -1.2418 -1.9480 1.5095
H -1.9842 -0.6268 1.2511
O -0.8171 1.6952 -0.1175
H 2.3558 -3.7872 5.7860
H -0.9866 -0.1900 -0.5657
N 0.7075 0.5887 -1.5681
O 0.2286 1.7397 -3.4716
H -1.3153 0.9435 -1.9207
O 1.6475 -3.1429 5.7000
H 1.8602 -2.3846 6.2412
O -2.0508 -1.5808 1.1419
C 1.0266 1.1555 -2.7769
H 2.0632 0.9927 -3.1021
H -0.9117 2.5576 -0.5317
H 1.4205 0.3839 -0.9076
*
```

Computed properties:
E_tot in eV: -11899.791
SMILES string: O=CNCO.O.O
ΔE to the lowest compared entry with this formula, charge and spin in kcal per mole: 23.94
F_max in Eh/bohr: 0.0490

---

Computed, not measured: a cluster of 3 separate species, C2H9NO4 in total, with ωB97M-V/def2-TZVPD.

```
! RIJCOSX wB97M-V def2-TZVPD def2/J DEFGRID3
* xyz 0 1
H -3.1808 0.4138 -0.5266
H 3.9813 3.6435 2.2534
O -3.5508 0.2010 -1.3668
O -1.6937 -1.4914 -0.4451
C 0.7544 -1.4274 -0.1259
H 2.2037 -0.7083 -1.3484
H -2.1174 -0.8803 -1.0812
H -4.2475 0.9791 -1.4976
O 3.8109 2.7265 2.0315
H 0.8909 -1.8706 0.8781
C -0.6220 -0.7655 0.0255
N 1.7572 -0.5403 -0.4376
H 1.4142 0.4737 -0.6650
O -0.7325 0.4179 0.3305
H 4.6544 2.3393 2.0336
H 0.6339 -2.2828 -0.7819
*
```

Computed properties:
E_tot in eV: -11899.235
SMILES string: NCC(=O)O.O.O
ΔE to the lowest compared entry with this formula, charge and spin in kcal per mole: 36.77
F_max in Eh/bohr: 0.1111

---

Computed, not measured: a cluster of 2 separate species, C2H9NOS2 in total, with ωB97M-V/def2-TZVPD.

```
! RIJCOSX wB97M-V def2-TZVPD def2/J DEFGRID3
* xyz 0 1
H -2.6112 -0.1053 -1.0245
H -0.6839 -2.1142 -1.0530
H -0.0203 0.3082 -1.0877
O -3.4608 0.3547 -0.9186
H 1.3146 2.8080 2.4556
H 1.2248 -0.7177 -1.5903
C 0.6162 -0.4962 -0.7113
H 2.3007 -0.6449 0.7494
H -3.8706 -0.0412 -0.1387
S 0.8157 2.8919 1.2215
C 1.4592 -0.0147 0.4447
S 2.0773 1.6772 0.2258
N -0.2143 -1.6231 -0.3010
H 0.8243 -0.0811 1.3341
H 0.2283 -2.2016 0.3939
*
```

Computed properties:
E_tot in eV: -27427.779
SMILES string: NCCSS.O
ΔE to the lowest compared entry with this formula, charge and spin in kcal per mole: 7.25
F_max in Eh/bohr: 0.0209

---

Computed, not measured: the ion C2H9NP with charge +1, with ωB97M-V/def2-TZVPD.

```
! RIJCOSX wB97M-V def2-TZVPD def2/J DEFGRID3
* xyz 1 1
H -2.4327 -0.4799 1.8505
H 1.8561 -0.2615 -1.5407
C -0.4946 -0.0588 0.6965
H -0.3351 1.1355 -0.6303
C 1.4847 0.4084 -0.7479
H 2.0958 -0.1180 0.0523
H -0.2736 -0.4624 -1.3755
H -2.3608 -1.4115 -0.0578
H -0.1935 0.7266 1.3257
P -2.3245 -0.0223 0.5279
H -0.1438 -0.9224 1.2001
H 1.7965 1.4691 -0.7964
N 0.0121 0.2119 -0.6355
*
```

Computed properties:
E_tot in eV: -12990.307
SMILES string: C[NH2+]CP
ΔE to the lowest compared entry with this formula, charge and spin in kcal per mole: 14.14
F_max in Eh/bohr: 0.0632

---

Computed, not measured: a cluster of 3 separate species, C2H9NS in total, with ωB97M-V/def2-TZVPD.

```
! RIJCOSX wB97M-V def2-TZVPD def2/J DEFGRID3
* xyz 0 1
H 0.0319 -0.5347 -2.1545
S 1.9346 0.0871 -0.6581
N 0.0442 0.8420 2.7416
C 0.2211 -0.2194 -1.1403
H 1.0157 -2.1739 -0.4802
H -2.4004 0.6432 -2.5836
H -0.5382 0.4619 -0.7756
H -0.1337 1.7845 2.3892
H 0.3011 -1.1760 0.8424
H -2.3261 0.2198 -3.1956
H 0.2085 0.3849 1.8462
C 0.7640 -1.1806 -0.1319
H 0.8773 0.8611 3.3004
*
```

Computed properties:
E_tot in eV: -14543.628
SMILES string: [H][H].C1CS1.N
ΔE to the lowest compared entry with this formula, charge and spin in kcal per mole: 38.41
F_max in Eh/bohr: 0.0301

---

Computed, not measured: a cluster of 2 separate species, C2H9NS in total, with ωB97M-V/def2-TZVPD.

```
! RIJCOSX wB97M-V def2-TZVPD def2/J DEFGRID3
* xyz 0 1
H 0.6302 2.0726 2.2245
S 0.4144 -0.4845 -0.8926
H -0.6687 1.6759 -1.2854
H -1.4154 -1.4372 -2.0904
H -1.7769 0.5268 -0.5759
C -0.9130 -1.6729 -1.1623
H 1.8703 1.4407 2.9238
H -0.6064 1.2095 0.5356
C -0.7665 0.9296 -0.5016
N 0.8564 1.4790 3.0177
H 0.5980 0.5286 2.7950
H -0.4572 -2.6667 -1.0490
H -1.5869 -1.7322 -0.3031
*
```

Computed properties:
E_tot in eV: -14544.821
SMILES string: CSC.N
ΔE to the lowest compared entry with this formula, charge and spin in kcal per mole: 10.88
F_max in Eh/bohr: 0.0306

---

Computed, not measured: a cluster of 2 separate species, C2H9NS in total, with ωB97M-V/def2-TZVPD.

```
! RIJCOSX wB97M-V def2-TZVPD def2/J DEFGRID3
* xyz 1 2
H 2.1310 1.6149 0.4752
H 1.2039 0.0787 2.1025
S -1.9803 0.6437 0.0105
H -0.8414 -0.3409 -1.8139
H -1.1071 0.3466 0.9919
C 1.3357 -0.1733 1.0444
H 0.4713 -0.8041 0.8111
H -1.7037 -1.5666 -0.8610
H -2.6327 -0.5002 -1.9204
H 2.2777 -0.6993 0.8693
C -1.7595 -0.5590 -1.2638
H 1.3191 0.8675 -0.7179
N 1.2859 1.0919 0.2721
*
```

Computed properties:
E_tot in eV: -14535.924
ΔE to the lowest compared entry with this formula, charge and spin in kcal per mole: 24.16
F_max in Eh/bohr: 0.0255

---

Computed, not measured: a cluster of 2 separate species, C2H9NS2 in total, with ωB97M-V/def2-TZVPD.

```
! RIJCOSX wB97M-V def2-TZVPD def2/J DEFGRID3
* xyz -1 2
N -1.3920 -0.9458 -0.1675
H 0.5634 -0.0465 0.4152
S 1.4766 4.0496 -2.0794
H 0.1814 2.2135 -0.6830
C -0.1438 -1.6696 1.6938
H 2.5771 3.3367 -2.3477
H 0.5426 -1.5778 -0.3940
C 0.0084 -0.9871 0.3537
H -1.8709 -0.1021 0.1143
H -0.8199 -2.5209 1.6286
S 0.0774 2.3598 -2.0372
H -1.4891 -1.1541 -1.1507
H -0.4780 -0.9317 2.4272
H 0.7668 -2.0240 2.2267
*
```

Computed properties:
E_tot in eV: -25379.915
ΔE to the lowest compared entry with this formula, charge and spin in kcal per mole: 11.07
F_max in Eh/bohr: 0.0603

---

Computed, not measured: a cluster of 2 separate species, C2H9NS2 in total, with ωB97M-V/def2-TZVPD.

```
! RIJCOSX wB97M-V def2-TZVPD def2/J DEFGRID3
* xyz 0 1
H -0.7363 -0.0631 2.0677
C 0.5351 -1.7437 2.4404
N 0.6372 -1.2440 3.8482
C -0.2522 -0.8586 1.4886
H 0.4303 -0.2478 0.9094
H -2.0848 3.7678 -6.0615
H 0.1279 -2.7378 2.6084
H 1.0347 2.2129 -6.2846
H 1.5375 -1.9259 2.1316
H 1.2141 -0.4108 3.8909
H -1.0067 -1.3444 0.8771
S -0.9142 3.5692 -5.4407
S -0.2208 1.9961 -6.5929
H -0.3018 -0.9699 4.1173
*
```

Computed properties:
E_tot in eV: -25379.740
SMILES string: CCN.SS
ΔE to the lowest compared entry with this formula, charge and spin in kcal per mole: 22.47
F_max in Eh/bohr: 0.0363

---

Computed, not measured: a cluster of 2 separate species, C2H9NS2 in total, with ωB97M-V/def2-TZVPD.

```
! RIJCOSX wB97M-V def2-TZVPD def2/J DEFGRID3
* xyz 0 1
H 0.3646 -2.4485 0.5097
H 0.9857 0.8700 -1.6553
S -1.2649 2.2834 -2.1088
C 0.1709 -1.6250 -0.1501
S 0.6529 1.7645 -2.5953
H 1.1433 -1.2527 -0.5084
H -1.3500 2.9581 -0.9565
H 1.1257 0.1298 1.6285
N -0.5188 -0.5127 0.5082
C 0.0716 -0.1550 1.7845
H -0.6261 0.2253 -0.1726
H 0.0635 -0.9552 2.5054
H -0.3980 -1.9906 -1.0080
H -0.4205 0.7087 2.2188
*
```

Computed properties:
E_tot in eV: -25379.655
SMILES string: CNC.SS
ΔE to the lowest compared entry with this formula, charge and spin in kcal per mole: 24.41
F_max in Eh/bohr: 0.0328

---

Computed, not measured: a cluster of 2 separate species, C2H9O in total, with ωB97M-V/def2-TZVPD.

```
! RIJCOSX wB97M-V def2-TZVPD def2/J DEFGRID3
* xyz 1 1
H -0.3084 0.5809 0.1502
H -0.8158 -0.1684 -2.2105
H 2.6644 0.1671 0.7111
H -2.0271 0.8139 0.6329
H -1.6055 1.9397 -0.8736
H -1.4867 -1.1090 -0.9011
H 2.1593 -1.3943 0.7376
O 2.3358 -0.6063 1.2942
H -2.4855 0.0124 -1.8273
C -1.3170 0.8669 -0.2418
C -1.5246 -0.1723 -1.2332
H 2.2684 -0.1588 2.0780
*
```

Computed properties:
E_tot in eV: -4256.318
ΔE to the lowest compared entry with this formula, charge and spin in kcal per mole: 43.54
F_max in Eh/bohr: 0.1381

---

Computed, not measured: a cluster of 3 separate species, C2H9O2 in total, with ωB97M-V/def2-TZVPD.

```
! RIJCOSX wB97M-V def2-TZVPD def2/J DEFGRID3
* xyz 1 1
H -0.9096 1.1370 1.2999
H 1.0424 -0.3150 -2.0002
C -0.1653 0.3272 1.3546
H 0.1760 -0.2440 -0.8231
H 1.4499 1.1964 0.4721
H -1.6982 -0.8493 0.1727
C -0.9861 -0.8904 1.0082
H 0.1197 0.9442 -2.4823
H -0.2641 -1.7024 1.0068
O 0.1564 0.0051 -2.2409
H 0.3389 0.3423 2.3193
O 0.8191 0.4848 0.3037
H -1.7145 -1.0923 1.8032
*
```

Computed properties:
E_tot in eV: -6305.267
ΔE to the lowest compared entry with this formula, charge and spin in kcal per mole: 53.49
F_max in Eh/bohr: 0.0689